No. 1
96
Properties=species:S:1:pos:R:3:lowdin_charge:R:1 method="wB97M-V/def2-TZVPD" total_charge=+1 homo_ha="-0.39097 / -0.39081" multiplicity=2 s2=0.7548
Ag -0.123 0.818 -1.704 0.80
C 1.136 -1.516 -3.126 -0.31
O 0.817 -0.183 -3.718 -0.20
O 0.504 -1.543 -1.848 -0.30
C 0.846 -2.717 -4.131 -0.60
F 1.028 -3.949 -3.597 0.13
F -0.354 -2.629 -4.639 0.18
F 1.652 -2.614 -5.163 0.16
C 1.717 0.372 -4.627 -0.28
C 0.924 1.525 -5.286 -0.06
H -0.058 1.299 -5.703 0.08
H 0.585 2.221 -4.519 0.06
H 1.567 2.054 -5.991 0.08
H 2.079 -0.280 -5.422 0.11
H 2.644 0.724 -4.174 0.12
H 2.175 -1.285 -2.890 0.14
C -3.575 1.789 -1.880 -0.28
O -4.554 1.572 -2.870 -0.09
O -2.301 1.702 -2.563 0.07
C -3.804 3.081 -1.003 -0.48
F -2.613 3.583 -0.484 0.11
F -4.433 4.106 -1.653 0.14
F -4.662 2.898 -0.012 0.16
C -5.820 0.979 -2.512 -0.22
C -6.415 0.687 -3.840 -0.07
H -7.147 1.363 -4.282 0.08
H -5.623 0.610 -4.586 0.09
H -6.948 -0.262 -3.899 0.08
H -6.457 1.692 -1.989 0.13
H -5.620 0.097 -1.903 0.12
H -3.566 0.974 -1.156 0.13
C 1.799 3.358 -0.545 -0.43
O 2.938 3.250 0.265 -0.13
O 1.027 2.275 -0.104 -0.29
C 1.236 4.850 -0.515 -0.48
F 1.327 5.443 0.726 0.11
F 1.945 5.665 -1.344 0.11
F -0.023 4.909 -0.996 0.13
C 4.245 3.823 -0.022 -0.19
C 5.020 4.175 1.329 -0.06
H 5.709 3.383 1.621 0.06
H 5.565 5.100 1.139 0.07
H 4.342 4.355 2.163 0.06
H 4.230 4.812 -0.479 0.10
H 4.879 3.208 -0.661 0.11
H 2.011 3.077 -1.577 0.14
C -2.103 0.711 1.525 -0.08
O -2.149 -0.700 1.461 -0.17
C -2.594 -1.153 0.180 -0.19
C -2.320 -2.682 0.186 -0.03
N -0.787 -3.045 0.205 0.08
H -0.375 -2.468 -0.514 0.08
H -0.492 -2.607 1.066 0.11
C -0.286 -4.481 0.181 -0.03
C -1.219 -5.563 0.928 -0.18
O -1.202 -5.181 2.266 -0.21
C -2.115 -5.953 3.050 -0.08
H -3.061 1.189 1.729 0.10
H -1.612 1.129 0.646 0.06
H -1.353 0.953 2.278 0.09
H -1.953 -0.707 -0.580 0.08
H -3.618 -0.901 -0.095 0.12
H -2.643 -3.224 -0.703 0.14
H -2.784 -3.052 1.100 0.13
H 0.736 -4.451 0.558 0.12
H -0.172 -4.669 -0.887 0.12
H -0.912 -6.600 0.790 0.13
H -2.257 -5.483 0.605 0.11
H -3.175 -5.846 2.820 0.09
H -1.966 -5.914 4.129 0.10
H -1.888 -6.989 2.802 0.09
C 0.671 2.184 5.025 -0.08
O 1.564 1.275 4.489 -0.21
C 2.787 1.840 4.133 -0.21
C 3.270 0.746 3.217 -0.04
N 2.317 0.523 1.970 0.09
H 1.381 0.387 2.327 0.14
H 2.267 1.425 1.519 0.10
C 2.654 -0.477 0.869 -0.06
C 2.465 -1.891 1.427 -0.22
O 1.224 -2.006 2.091 -0.22
C 1.278 -2.917 3.232 -0.04
H -0.228 1.610 4.801 0.10
H 0.709 3.031 4.340 0.10
H 0.937 2.393 6.061 0.10
H 3.464 1.973 4.977 0.14
H 2.807 2.801 3.619 0.13
H 3.348 -0.216 3.724 0.13
H 4.154 1.101 2.687 0.13
H 3.684 -0.334 0.543 0.15
H 1.860 -0.391 0.127 0.10
H 3.329 -2.104 2.056 0.12
H 2.482 -2.593 0.593 0.13
H 1.848 -3.826 3.040 0.09
H 0.299 -3.256 3.569 0.09
H 1.875 -2.441 4.010 0.09

No. 2
86
Properties=species:S:1:pos:R:3:lowdin_charge:R:1 method="wB97M-V/def2-TZVPD" total_charge=+2 homo_ha=-0.51674
C 5.594 -3.612 1.081 -0.10
C 5.301 -2.184 1.570 -0.25
C 6.239 -1.092 1.014 -0.21
C 5.507 0.039 0.298 -0.21
C 4.753 -0.442 -0.945 -0.22
C 4.347 0.689 -1.906 -0.18
C 2.871 0.642 -2.325 -0.22
C 2.557 1.107 -3.759 -0.17
C 2.088 -0.036 -4.672 -0.24
C 0.587 -0.120 -4.868 -0.19
C -0.250 -0.200 -3.589 -0.19
C -0.783 -1.599 -3.223 -0.19
C -0.397 -2.110 -1.826 -0.24
C -1.495 -2.003 -0.759 -0.11
C -1.618 -0.653 -0.076 -0.29
O -2.865 -0.563 0.572 -0.30
P -2.880 0.753 1.580 0.72
N -2.917 2.192 2.571 -0.08
C -2.230 3.410 2.100 -0.25
C -2.894 4.141 0.945 -0.08
C -4.901 1.507 0.890 -0.57
Br -5.468 0.416 -0.520 0.97
C -5.954 1.724 1.960 -0.30
C -5.828 2.974 2.801 -0.07
C -3.684 -0.372 3.047 -0.40
F -2.634 -0.965 3.624 0.14
F -4.225 0.485 3.930 0.10
C -4.681 -1.482 2.592 -0.32
F -5.367 -1.846 3.699 0.11
F -3.964 -2.535 2.143 0.10
O -1.297 0.474 1.952 -0.18
C -0.532 -0.263 0.977 -0.50
N 0.453 0.604 0.404 0.15
C 0.090 -1.449 1.691 -0.20
N 0.927 -0.960 2.773 0.04
H 6.025 -4.233 1.864 0.07
H 4.687 -4.121 0.749 0.06
H 6.302 -3.615 0.249 0.06
H 5.349 -2.166 2.659 0.10
H 4.266 -1.930 1.320 0.08
H 6.959 -1.538 0.321 0.11
H 6.821 -0.666 1.831 0.11
H 4.798 0.502 0.991 0.12
H 6.226 0.802 -0.009 0.12
H 3.842 -0.961 -0.618 0.08
H 5.370 -1.186 -1.462 0.12
H 4.532 1.643 -1.408 0.12
H 4.980 0.683 -2.796 0.12
H 2.508 -0.393 -2.193 0.04
H 2.294 1.253 -1.627 0.10
H 1.776 1.868 -3.723 0.12
H 3.433 1.583 -4.200 0.12
H 2.527 -0.953 -4.223 -0.08
H 2.558 0.019 -5.657 0.13
H 0.312 0.795 -5.398 0.13
H 0.329 -0.932 -5.555 0.12
H 0.314 0.217 -2.749 0.08
H -1.100 0.471 -3.725 0.12
H -0.466 -2.318 -3.988 0.09
H -1.873 -1.591 -3.291 0.12
H 0.503 -1.584 -1.475 0.07
H -0.142 -3.172 -1.880 0.08
H -1.381 -2.792 -0.016 0.12
H -2.461 -2.172 -1.242 0.13
H -1.552 0.137 -0.850 0.15
H -2.610 1.686 0.519 0.13
H -2.498 1.996 3.481 0.12
H -2.176 4.076 2.961 0.13
H -1.192 3.152 1.856 0.12
H -2.793 3.637 -0.020 0.07
H -2.409 5.110 0.838 0.10
H -3.945 4.331 1.152 0.06
H -4.587 2.439 0.437 0.03
H -6.867 1.822 1.357 0.13
H -6.125 0.851 2.580 0.11
H -6.786 3.156 3.290 0.10
H -5.634 3.851 2.183 0.07
H -5.061 2.898 3.568 0.07
H -5.388 -1.159 1.832 0.12
H 1.396 0.301 0.617 0.08
H 0.359 0.698 -0.596 0.05
H -0.699 -2.151 1.987 0.13
H 0.726 -1.973 0.970 0.12
H 1.210 -1.708 3.392 0.09
H 0.405 -0.301 3.338 0.07
In 2.491 -3.033 -3.390 1.10

No. 3
78
Properties=species:S:1:pos:R:3:lowdin_charge:R:1 method="wB97M-V/def2-TZVPD" total_charge=0 homo_ha="-0.30113 / -0.34464" multiplicity=2 s2=0.7542
C 0.264 2.037 -4.153 -0.19
C 0.625 0.695 -3.538 -0.75
I 1.954 -0.386 -4.862 0.84
C 1.101 0.655 -2.079 -0.27
C 2.116 1.672 -1.525 -0.68
Cl 1.205 3.247 -1.294 0.72
C 3.328 1.850 -2.429 -0.15
C 4.565 2.558 -1.849 -0.46
C 5.759 2.264 -2.757 -0.04
C 4.424 4.082 -1.760 -0.04
N 4.852 1.933 -0.514 -0.11
O 5.573 0.874 -0.578 -0.02
C 3.762 1.861 0.513 -0.47
C 3.455 3.231 1.120 -0.04
C 4.263 0.980 1.657 -0.04
C 2.550 1.177 -0.141 -0.13
H -0.413 2.569 -3.484 0.05
H -0.253 1.876 -5.100 0.07
H 1.128 2.671 -4.344 0.06
H -0.260 0.066 -3.583 0.04
H 1.515 -0.340 -1.896 0.10
H 0.204 0.734 -1.455 0.09
H 3.648 0.833 -2.677 0.09
H 3.062 2.331 -3.373 0.11
H 5.798 1.219 -3.055 0.08
H 6.690 2.497 -2.241 0.09
H 5.688 2.882 -3.653 0.09
H 3.451 4.420 -1.421 0.02
H 5.193 4.483 -1.097 0.10
H 4.592 4.505 -2.751 0.09
H 4.334 3.584 1.663 0.09
H 3.163 3.988 0.403 0.03
H 2.630 3.122 1.826 0.09
H 5.278 1.265 1.930 0.09
H 3.614 1.128 2.523 0.09
H 4.257 -0.076 1.396 0.08
H 1.697 1.254 0.539 0.13
H 2.797 0.117 -0.252 0.13
C -2.303 -0.977 -1.939 -0.10
C -2.726 0.472 -1.712 -0.26
C -2.851 0.843 -0.236 -0.22
C -3.875 0.016 0.542 -0.22
C -5.299 0.064 -0.009 -0.27
C -5.906 1.463 -0.004 -0.11
H -3.042 -1.683 -1.559 0.06
H -2.173 -1.187 -3.002 0.07
H -1.354 -1.187 -1.437 0.07
H -3.669 0.662 -2.233 0.10
H -1.993 1.142 -2.172 0.08
H -3.089 1.907 -0.151 0.10
H -1.874 0.716 0.243 0.10
H -3.886 0.363 1.581 0.11
H -3.540 -1.025 0.579 0.08
H -5.925 -0.603 0.590 0.11
H -5.319 -0.339 -1.026 0.10
H -5.915 1.878 1.006 0.08
H -6.935 1.447 -0.367 0.07
H -5.346 2.149 -0.641 0.06
C -2.619 -4.133 0.969 -0.10
C -1.930 -3.197 1.956 -0.28
C -0.928 -3.900 2.870 -0.23
C -1.530 -4.983 3.767 -0.23
C -2.668 -4.508 4.669 -0.27
C -2.254 -3.413 5.646 -0.11
H -3.209 -4.895 1.480 0.07
H -3.297 -3.583 0.312 0.06
H -1.887 -4.643 0.339 0.08
H -2.685 -2.680 2.556 0.10
H -1.404 -2.416 1.398 0.10
H -0.426 -3.150 3.488 0.10
H -0.145 -4.354 2.255 0.11
H -0.733 -5.399 4.391 0.11
H -1.889 -5.811 3.149 0.10
H -3.048 -5.366 5.229 0.10
H -3.504 -4.154 4.059 0.10
H -1.431 -3.750 6.281 0.07
H -3.083 -3.132 6.297 0.07
H -1.925 -2.512 5.127 0.06